Computed, not measured: a cluster of 2 separate species, C4H7ClN2 in total at a distorted geometry, with wB97M-V/def2-TZVPD.

Atoms and positions in Å:
C  -0.8247  -2.7101  -1.2625
C  0.3630  1.2334  1.7163
C  -0.1237  0.0640  0.7375
C  0.4389  0.1614  -0.6597
N  -0.6720  -3.8198  -1.5565
N  -0.4083  0.6849  -1.6330
Cl  2.0824  -0.3195  -0.8890
H  0.2864  2.1428  1.1194
H  1.3237  1.1717  1.9633
H  -0.1619  1.0969  2.6079
H  0.1252  -0.7764  1.3992
H  -1.2584  -0.0284  0.5106
H  0.1455  0.8510  -2.4288
H  -1.3161  0.2482  -1.6247

E_HOMO   -0.3005 Eh
F_max   5.8 eV Å⁻¹
Relative energy (zero: lowest compared OMol25 entry of this formula, charge and spin)   116.5 kcal per mole
Electronic energy   -19759.679 eV
Kohn-Sham gap   0.217 Eh
Total charge   0
Molar mass   118.57 g mol⁻¹

Formally, the Löwdin partial charges of the atoms, in units of the elementary charge, are as follows: -0.48, -0.04, -0.24, -0.64, -0.22, 0.18, 0.80, 0.08, 0.02, 0.07, 0.12, 0.14, 0.09, 0.11

---

Computed, not measured: the molecule C5H7NOS at a distorted geometry, with wB97M-V/def2-TZVPD.

Atoms and positions in Å:
C  -1.6238  -0.4867  0.9533
C  0.0291  -0.1742  -1.4402
C  -0.4533  1.0941  -1.1900
C  1.2923  -0.3594  -0.4634
C  1.6389  0.6004  0.5723
H  -2.4226  0.4734  0.8762
H  -0.6967  -0.7479  1.5080
H  -2.4051  -1.3405  1.3211
H  0.2006  -0.5867  -2.3756
H  0.8422  0.2204  1.2975
H  1.3575  1.7757  0.2695
H  2.6438  0.1978  0.7030
N  -0.9029  2.0738  -0.6984
O  1.8461  -1.5082  -0.6072
S  -1.3462  -1.2321  -0.7260

E_HOMO   -0.3451 Eh
F_max   6.8 eV Å⁻¹
Relative energy (zero: lowest compared OMol25 entry of this formula, charge and spin)   87.1 kcal per mole
Electronic energy   -19667.825 eV
Kohn-Sham gap   0.354 Eh
SMILES   CS[C@@H](C#N)C(C)=O
Total charge   0
Molar mass   129.18 g mol⁻¹

Formally, the Löwdin partial charges of the atoms, in units of the elementary charge, are as follows: -0.40, -0.45, -0.35, -0.44, -0.02, 0.12, 0.02, 0.07, 0.09, 0.09, 0.16, 0.10, 0.17, 0.00, 0.84

---

Computed, not measured: a structure of composition C27H33N3O5S3Se3Sn, with wB97M-V/def2-TZVPD.

Atoms and positions in Å:
Sn  0.8578  0.7983  -0.0651
C  3.2957  0.2172  3.9355
C  2.5699  0.9079  2.7935
S  3.1067  0.5673  1.1717
C  1.5007  1.6846  3.0352
C  0.9450  1.8376  4.4391
S  0.6076  2.4685  1.7544
H  3.9948  -0.5231  3.5489
H  2.6007  -0.2838  4.6154
H  3.8632  0.9413  4.5284
H  1.6315  2.3983  5.0813
H  0.7755  0.8655  4.9102
H  -0.0055  2.3680  4.4175
O  0.7915  1.0890  -4.9128
C  0.4029  0.0402  -4.0362
C  1.5472  -0.8776  -3.5982
C  2.1655  -1.4520  -4.8818
O  3.1805  -2.4379  -4.6517
C  2.6737  -0.1877  -2.7939
Se  2.3078  1.6111  -2.1158
C  0.9330  -2.0207  -2.7900
Se  0.5049  -1.7041  -0.8834
H  1.2169  1.7528  -4.3453
H  -0.3197  -0.5701  -4.5850
H  -0.1032  0.4375  -3.1525
H  2.5634  -0.6283  -5.4772
H  1.3940  -1.9532  -5.4705
H  3.7921  -2.0795  -3.9995
H  3.5757  -0.0642  -3.3975
H  2.9337  -0.7925  -1.9254
H  1.6080  -2.8737  -2.7849
H  -0.0020  -2.3311  -3.2603
O  -4.8704  -5.3901  7.4871
S  -4.1499  -4.1450  7.3200
O  -4.8793  -3.1075  6.6244
O  -3.4172  -3.7009  8.4941
C  -2.7757  -4.5709  6.1991
N  -2.2204  -5.7777  6.3623
C  -1.1724  -6.0441  5.5955
C  -0.6590  -5.1463  4.6804
C  -1.2830  -3.9112  4.6102
N  -2.3415  -3.6246  5.3621
C  -0.7986  -2.8479  3.6780
C  0.5167  -2.8231  3.2330
C  0.9256  -1.8168  2.3763
N  0.1038  -0.8609  1.9533
C  -1.1639  -0.8817  2.3762
C  -1.6553  -1.8454  3.2408
H  -0.7231  -7.0262  5.7176
H  0.1736  -5.4071  4.0423
H  1.2311  -3.5688  3.5546
H  1.9439  -1.7600  2.0074
H  -1.8038  -0.0883  2.0041
H  -2.6813  -1.8295  3.5841
C  -1.1436  5.4381  -5.9297
C  -1.1302  4.4986  -4.7505
C  -1.8254  3.3008  -4.7798
C  -1.8880  2.4550  -3.6732
C  -2.6688  1.1692  -3.7886
C  -1.2352  2.8291  -2.4881
Se  -1.4998  1.7513  -0.9256
C  -0.5085  4.0315  -2.4440
C  0.2202  4.4916  -1.2088
C  -0.4620  4.8329  -3.5817
H  -1.4443  4.9201  -6.8415
H  -0.1603  5.8830  -6.0964
H  -1.8494  6.2567  -5.7652
H  -2.3440  3.0092  -5.6888
H  -2.9172  0.9720  -4.8333
H  -3.5953  1.2182  -3.2118
H  -2.1033  0.3288  -3.3888
H  1.1801  3.9866  -1.1068
H  -0.3505  4.2697  -0.3086
H  0.4136  5.5651  -1.2557
H  0.1024  5.7610  -3.5400

E_HOMO   -0.1061 Eh
F_max   0.6 eV Å⁻¹
Electronic energy   -277623.471 eV
Kohn-Sham gap   0.241 Eh
Total charge   -2
Molar mass   931.37 g mol⁻¹

Formally, the Löwdin partial charges of the atoms, in units of the elementary charge, are as follows: 0.15, -0.14, -0.82, 0.52, -0.79, -0.13, 0.54, 0.05, 0.06, 0.07, 0.07, 0.07, 0.05, -0.08, -0.28, -0.56, -0.21, -0.07, -0.53, 0.63, -0.50, 0.62, 0.01, 0.13, 0.05, 0.12, 0.13, 0.07, 0.06, 0.03, 0.06, 0.06, -0.38, 0.38, -0.37, -0.37, -0.34, 0.11, -0.14, -0.02, -0.22, 0.17, -0.14, 0.00, -0.19, -0.07, -0.11, 0.02, 0.10, 0.10, 0.11, 0.07, 0.11, 0.12, -0.07, -0.28, -0.03, -0.31, -0.10, -0.53, 0.63, -0.30, -0.10, -0.03, 0.07, 0.07, 0.07, 0.11, 0.08, 0.07, 0.04, 0.03, 0.03, 0.07, 0.11

---

Computed, not measured: a structure of composition C27H30ClNOP2Sc at a distorted geometry, with wB97M-V/def2-TZVPD.

Atoms and positions in Å:
C  -0.8515  3.7916  -1.5808
C  -0.8964  2.3969  -1.5825
C  0.3381  1.6888  -1.3878
C  1.5468  2.3460  -1.6295
C  1.5664  3.7298  -1.5152
C  0.3733  4.4509  -1.4795
C  2.7814  1.5754  -2.0343
C  2.5069  0.0868  -2.1527
C  1.3460  -0.4777  -1.6024
C  1.0888  -1.8614  -1.8167
C  1.9147  -2.5931  -2.6632
C  3.1017  -2.0418  -3.1479
C  3.4191  -0.7199  -2.8453
H  -1.7830  4.3515  -1.7021
H  2.5352  4.2331  -1.4830
H  0.4041  5.5345  -1.4129
H  3.0457  1.9233  -3.0595
H  1.6455  -3.6224  -2.9018
H  3.7607  -2.6448  -3.7686
H  4.3779  -0.3000  -3.1673
N  0.3784  0.3301  -0.9330
Sc  -0.6839  0.1470  0.5804
C  -2.1857  1.6452  -1.9122
H  -2.0003  0.8624  -2.6708
H  -2.9426  2.3457  -2.2987
C  -0.0708  -2.5694  -1.1513
H  -1.0328  -2.2411  -1.5838
H  0.0267  -3.6524  -1.3065
P  -2.9379  0.7978  -0.4389
P  -0.1316  -2.3709  0.6829
C  1.5626  -2.8356  1.1536
H  1.5682  -3.1360  2.2072
H  1.9073  -3.6636  0.5212
H  2.2507  -1.9877  1.0391
C  -1.1164  -3.7645  1.2878
H  -0.8411  -4.6876  0.7592
H  -0.9267  -3.8778  2.3635
H  -2.1843  -3.5552  1.1390
C  -3.9319  2.1765  0.2281
H  -4.8211  2.3227  -0.4012
H  -4.2404  1.9139  1.2477
H  -3.3439  3.1038  0.2654
C  -4.1982  -0.2757  -1.1959
H  -4.3878  -1.1018  -0.4959
H  -5.1289  0.2858  -1.3617
H  -3.8295  -0.6891  -2.1451
C  3.2239  1.1783  0.9101
O  3.2941  0.0409  1.0606
H  3.6123  1.8241  -1.5191
Cl  -0.2186  2.4210  1.7715
C  0.2019  1.0236  2.8308
C  1.4833  0.9235  3.3428
C  1.8827  -0.2483  3.9803
C  0.9373  -1.2457  4.2444
C  -0.3708  -1.1175  3.8181
C  -0.7927  0.0338  3.0820
C  -2.0856  0.1205  2.4181
H  2.1682  1.7712  3.2532
H  2.9176  -0.3749  4.2949
H  1.2372  -2.1312  4.8088
H  -1.1117  -1.8888  4.0381
H  -2.7285  -0.7623  2.4684
H  -2.6300  1.0616  2.5502

E_HOMO   -0.3714 Eh
F_max   4.6 eV Å⁻¹
Relative energy (zero: lowest compared OMol25 entry of this formula, charge and spin)   26.3 kcal per mole
Electronic energy   -83819.310 eV
Kohn-Sham gap   0.269 Eh
Total charge   +1
Molar mass   526.90 g mol⁻¹

Formally, the Löwdin partial charges of the atoms, in units of the elementary charge, are as follows: -0.06, -0.25, -0.23, -0.17, -0.02, -0.07, -0.09, -0.15, -0.17, -0.22, -0.04, -0.06, -0.02, 0.12, 0.13, 0.11, 0.15, 0.12, 0.11, 0.13, -0.09, 0.51, -0.28, 0.10, 0.10, -0.29, 0.09, 0.09, 0.85, 0.86, -0.21, 0.05, 0.07, 0.03, -0.23, 0.06, 0.05, 0.05, -0.23, 0.06, 0.04, 0.05, -0.24, 0.04, 0.06, 0.05, 0.10, 0.05, 0.06, 0.81, -0.56, -0.13, -0.07, -0.08, -0.06, -0.41, -0.23, 0.11, 0.12, 0.12, 0.12, 0.06, 0.04

---

> Which of these has the highest total charge?

C27H30ClNOP2Sc

---

> Which of these has the lowest E_HOMO?

C27H30ClNOP2Sc

---

> Look up the Kohn-Sham gap of the first one.

0.217 Eh

---

> Look up the E_HOMO of the fourth one.

-0.3714 Eh